This record from OMol25 describes C20H15AlBrN6O2S as an isolated structure. The level of theory is ωB97M-V with the def2-TZVPD basis set.

The geometry in ORCA input format:
```
! RIJCOSX wB97M-V def2-TZVPD def2/J DEFGRID3
* xyz 1 1
Al -0.46 -0.25 -0.20
N -3.39 2.37 -1.58
C -2.51 1.75 -0.79
S -2.79 0.04 -0.42
N -1.50 2.45 -0.31
N -0.71 1.61 0.43
C -0.27 1.92 1.58
C 0.24 0.79 2.36
C 0.84 0.93 3.60
C 1.19 -0.21 4.30
C 0.91 -1.45 3.76
C 0.30 -1.51 2.52
N -0.03 -0.43 1.83
H -4.27 1.92 -1.78
H -3.35 3.38 -1.64
H -0.41 2.91 2.00
H 1.04 1.92 3.99
H 1.67 -0.13 5.27
H 1.15 -2.37 4.29
H 0.07 -2.47 2.06
Br -2.58 -3.21 0.30
C -0.93 -3.32 -0.57
C -0.53 -4.54 -1.11
C 0.73 -4.63 -1.67
C 1.56 -3.53 -1.67
C 1.09 -2.36 -1.12
N -0.15 -2.24 -0.60
C 1.96 -1.11 -1.01
O 3.07 -1.12 -1.48
O 1.37 -0.14 -0.39
H -1.20 -5.38 -1.06
H 1.06 -5.57 -2.10
H 2.57 -3.54 -2.06
N -0.38 0.22 -2.22
C -0.17 0.49 -3.32
C 0.13 0.83 -4.67
C 1.46 1.00 -5.05
C 1.74 1.33 -6.36
C 0.71 1.48 -7.28
C -0.62 1.31 -6.89
C -0.92 0.98 -5.59
H 2.25 0.88 -4.32
H 2.77 1.47 -6.67
H 0.94 1.74 -8.30
H -1.41 1.43 -7.61
H -1.94 0.84 -5.27
*
```

Results
Molecular weight, g mol⁻¹: 510.3
Energy above the lowest of the compared OMol25 structures with the same formula, charge and spin, eV: 0.004
LUMO energy, eV: -3.43
Largest force on an atom, eV Å⁻¹: 0.131
Kohn-Sham gap, eV: 7.900

These are the Mulliken partial charges, in e, on atoms 1 to 8: Al 0.73; N -0.37; C 0.56; S -0.54; N -1.44; N 0.80; C -0.35; C 0.70



This record from OMol25 describes C20H15BN5NiO2SbSe4 as an isolated structure in a non-equilibrium geometry. The level of theory is ωB97M-V with the def2-TZVPD basis set.

The geometry in ORCA input format:
```
! RIJCOSX wB97M-V def2-TZVPD def2/J DEFGRID3
* xyz -2 1
Ni -0.80 0.33 -0.30
N 3.55 0.29 -0.31
C 2.25 -0.08 -0.34
N 1.27 0.72 -0.57
C 1.51 2.08 -0.73
N 0.54 2.92 -0.91
N -0.67 2.29 -0.78
C -1.77 2.94 -0.89
C -2.97 2.15 -0.76
C -4.25 2.72 -0.75
C -5.35 1.91 -0.65
C -5.17 0.53 -0.54
C -3.88 0.03 -0.53
N -2.80 0.81 -0.64
C 2.89 2.56 -0.65
C 3.23 3.91 -0.74
C 4.54 4.31 -0.65
C 5.55 3.37 -0.46
C 5.24 2.03 -0.35
C 3.91 1.63 -0.43
H 4.22 -0.36 0.06
H 2.05 -1.13 -0.15
H -1.80 4.02 -1.04
H -4.33 3.80 -0.81
H -6.35 2.33 -0.64
H -6.00 -0.15 -0.46
H -3.69 -1.03 -0.43
H 2.42 4.63 -0.86
H 4.79 5.37 -0.71
H 6.59 3.68 -0.38
H 6.01 1.29 -0.18
O 0.03 -2.38 0.83
B -0.81 -1.49 0.13
O -1.63 -2.27 -0.76
C -1.24 -3.57 -0.59
C -1.69 -4.69 -1.24
C -1.11 -5.91 -0.87
C -0.12 -5.97 0.11
C 0.33 -4.82 0.76
C -0.24 -3.63 0.38
H -2.47 -4.64 -1.99
H -1.43 -6.82 -1.36
H 0.30 -6.93 0.37
H 1.08 -4.85 1.54
Se 1.88 -1.50 4.20
Sb -0.35 -0.45 4.08
Se -0.76 0.43 1.75
Se -0.38 1.60 5.43
Se -2.12 -1.99 4.81
*
```

Results
Molecular weight, g mol⁻¹: 864.5
Energy above the lowest of the compared OMol25 structures with the same formula, charge and spin, eV: 0.000
LUMO energy, eV: 3.60
Largest force on an atom, eV Å⁻¹: 4.196
Kohn-Sham gap, eV: 3.976

These are the Mulliken partial charges, in e, on atoms 1 to 8: Ni -0.59; N 0.09; C -0.36; N -0.20; C 0.18; N -1.25; N 0.94; C -0.33



This record from OMol25 describes C20H15BrI2IrN4O3 as an isolated structure in a non-equilibrium geometry. The level of theory is ωB97M-V with the def2-TZVPD basis set.

The geometry in ORCA input format:
```
! RIJCOSX wB97M-V def2-TZVPD def2/J DEFGRID3
* xyz 2 2
Ir 0.08 0.17 -0.45
I -1.52 1.11 4.44
C -0.22 -0.29 3.72
C 0.34 -1.26 4.54
C 1.21 -2.23 4.08
I 1.99 -3.59 5.41
C 1.57 -2.28 2.68
C 2.44 -3.20 2.08
C 2.70 -3.13 0.73
C 2.07 -2.15 -0.04
N 1.25 -1.27 0.52
C 1.00 -1.32 1.84
C 0.11 -0.29 2.34
O -0.33 0.57 1.52
H 0.08 -1.26 5.59
H 2.91 -3.97 2.68
H 3.37 -3.83 0.25
H 2.22 -2.07 -1.11
C 4.77 3.45 -0.78
C 3.35 2.94 -0.78
C 2.28 3.78 -1.15
C 0.95 3.35 -1.18
C 0.86 2.03 -0.82
Br -2.03 1.24 -1.03
N 1.80 1.26 -0.51
C 3.09 1.62 -0.44
H 4.81 4.48 -1.11
H 5.39 2.85 -1.45
H 5.20 3.39 0.22
H 2.50 4.80 -1.43
H 0.10 3.97 -1.44
H 3.84 0.90 -0.15
C -3.14 -4.39 -1.07
N -2.18 -3.37 -1.51
C -1.83 -3.23 -2.81
C -0.96 -2.29 -3.28
C -0.47 -1.42 -2.30
O 0.31 -0.38 -2.41
N -0.81 -1.57 -1.01
C -1.66 -2.53 -0.51
O -1.91 -2.65 0.66
H -3.41 -5.00 -1.92
H -4.03 -3.90 -0.67
H -2.69 -5.00 -0.29
H -2.30 -3.94 -3.48
H -0.71 -2.20 -4.33
*
```

Results
Molecular weight, g mol⁻¹: 885.3
LUMO energy (alpha / beta), eV: -7.17 / -8.88
Largest force on an atom, eV Å⁻¹: 1.588
<S²>: 0.777
Kohn-Sham gap (alpha / beta), eV: 7.125 / 5.779

These are the Mulliken partial charges, in e, on atoms 1 to 8: Ir 1.94; I 0.28; C -0.61; C -0.27; C -0.21; I 0.30; C 0.46; C -0.54